The following is a DFT calculation (ωB97M-V with the def2-TZVPD basis set) of a structure of composition C50H39N9PbS4Te.

Computed properties:
- HOMO-LUMO gap (eV) = 3.710
- charge = -2
- relative energy (zero: lowest compared OMol25 entry of this formula, charge and spin) (kJ/mol) = 0.0
- HOMO (eV) = -0.3
- E (Eh) = -4475.23765

Last column: natural (NBO) charge in e.
Positions of all 104 atoms, in Å:
Pb1 -0.71691 0.79832 0.80682  1.38
C1 3.79329 5.09352 3.59127  -0.29
C2 2.78822 6.08508 3.41527  -0.27
C3 1.51631 5.74815 3.01890  -0.21
C4 1.21319 4.39068 2.78388  -0.04
C5 0.05260 3.71003 2.34841  0.20
N1 -1.18541 4.31543 2.20321  -0.44
C6 -2.27714 3.77445 1.84602  0.35
C7 -3.61385 4.39057 2.02404  0.02
C8 -3.98723 5.68499 2.33615  -0.22
C9 -5.34332 5.96981 2.46284  -0.23
C10 -6.30246 4.96851 2.31120  -0.24
C11 -5.92043 3.65967 2.02841  -0.18
C12 -4.57373 3.39067 1.87228  -0.08
C13 -3.86802 2.11510 1.57268  0.40
N2 -4.40911 0.96691 1.59428  -0.45
C14 -3.74136 -0.25932 1.52417  0.21
N3 -2.43527 -0.49266 1.83575  -0.60
C15 -2.19607 -1.83348 1.84767  0.26
N4 -1.01153 -2.46850 2.22665  -0.53
C16 0.05666 -1.83234 2.55750  0.37
N5 0.29702 -0.47584 2.52025  -0.75
C17 1.60562 -0.21700 2.85067  0.40
N6 2.22575 0.91202 2.90993  -0.52
C18 1.60018 2.14455 2.70128  0.27
N7 0.33677 2.37333 2.28525  -0.59
C19 2.21058 3.39627 2.99447  -0.14
C20 3.51041 3.76171 3.38996  -0.17
C21 2.26573 -1.51852 3.15833  -0.08
C22 3.56759 -1.83168 3.50302  -0.19
C23 3.89392 -3.17338 3.69502  -0.24
C24 2.92707 -4.16879 3.54144  -0.24
C25 1.61937 -3.84411 3.18693  -0.22
C26 1.30449 -2.51098 2.99329  0.01
C27 -3.38169 -2.50682 1.47863  -0.14
C28 -3.69487 -3.86081 1.23457  -0.18
C29 -4.95940 -4.18553 0.80874  -0.28
C30 -5.95505 -3.18248 0.62995  -0.28
C31 -5.67593 -1.85814 0.86973  -0.19
C32 -4.37592 -1.50105 1.28598  -0.05
N8 -2.49267 2.45780 1.31862  -0.75
H1 4.79118 5.39581 3.89004  0.18
H2 3.03785 7.12547 3.59513  0.18
H3 0.75361 6.50726 2.87985  0.21
H4 -3.23276 6.45157 2.47000  0.22
H5 -5.66141 6.98304 2.68020  0.19
H6 -7.35393 5.21426 2.40883  0.19
H7 -6.64690 2.86265 1.92713  0.22
H8 4.26966 2.99845 3.51924  0.20
H9 4.30360 -1.04376 3.60658  0.22
H10 4.90614 -3.44966 3.96744  0.19
H11 3.20090 -5.20646 3.69728  0.19
H12 0.86482 -4.61218 3.05488  0.22
H13 -2.93742 -4.62664 1.36929  0.20
H14 -5.20945 -5.22148 0.60230  0.18
H15 -6.94464 -3.47412 0.29372  0.18
H16 -6.42647 -1.08723 0.73671  0.20
C33 0.17930 -1.08062 -5.13048  -0.53
C34 -0.93507 -1.56668 -4.20778  -0.56
S1 -1.54481 -0.38956 -2.97620  0.29
C35 -1.95175 1.02695 -4.03310  -0.57
C36 -0.94168 2.22002 -4.08298  -0.57
S2 0.38827 2.22029 -2.84252  0.27
C37 1.83931 2.21391 -3.93081  -0.56
C38 2.01117 1.06907 -4.93258  -0.53
S3 1.74405 -0.61998 -4.31299  0.17
H17 -0.15159 -0.20763 -5.69246  0.21
H18 0.41346 -1.87123 -5.84612  0.21
H19 -0.60039 -2.42059 -3.61188  0.23
H20 -1.76990 -1.89850 -4.83312  0.20
H21 -2.90889 1.38382 -3.65581  0.25
H22 -2.11353 0.63816 -5.04149  0.20
H23 -1.48822 3.15102 -3.93763  0.23
H24 -0.46301 2.25547 -5.06282  0.20
H25 2.66755 2.21899 -3.21803  0.23
H26 1.86532 3.15495 -4.48829  0.20
H27 3.03503 1.08399 -5.31142  0.22
H28 1.34565 1.19613 -5.78573  0.20
Te1 -2.51215 2.69889 -0.96407  -0.28
N9 0.75937 -1.03550 -0.70272  -1.15
S4 1.80765 -2.11987 -0.28742  1.10
C39 1.44182 -3.62096 -1.23219  -0.16
C40 0.39940 -4.34508 -0.65504  -0.22
C41 -0.17013 -5.40158 -1.35064  -0.20
C42 0.29655 -5.73384 -2.61673  -0.22
C43 1.32823 -5.00103 -3.19132  -0.23
C44 1.90222 -3.93683 -2.50392  -0.25
C45 3.44925 -1.67220 -0.91186  -0.15
C46 4.46515 -2.57789 -1.19105  -0.24
C47 5.69588 -2.10985 -1.63648  -0.22
C48 5.92171 -0.74481 -1.75869  -0.22
C49 4.91923 0.15684 -1.42279  -0.20
C50 3.67856 -0.30453 -1.00313  -0.22
H29 0.73300 -0.84714 -1.70990  0.38
H30 0.01407 -4.04308 0.31986  0.26
H31 -0.99237 -5.95207 -0.91004  0.22
H32 -0.15103 -6.55695 -3.16120  0.20
H33 1.68208 -5.24536 -4.18621  0.20
H34 2.68366 -3.35274 -2.97232  0.23
H35 4.30154 -3.64152 -1.06577  0.22
H36 6.48007 -2.81518 -1.88528  0.20
H37 6.88286 -0.38519 -2.10694  0.20
H38 5.10336 1.22314 -1.47482  0.21
H39 2.87760 0.38321 -0.74715  0.26